(1)
DFT (ωB97M-V with the def2-TZVPD basis set) results for a 9-piece molecular cluster, H18O9 overall.

Results
LUMO level: -0.0075 Eh
SMILES string: O.O.O.O.O.O.O.O.O
Frontier orbital gap: 10.7 eV

Element x y z (Å)
O (2.62, -1.86, -0.85)
H (1.77, -2.40, -0.81)
H (2.54, -1.52, -1.72)
O (-2.64, 2.06, -0.53)
H (-2.44, 1.26, -0.98)
H (-1.82, 2.53, -0.39)
O (1.31, 2.68, -1.08)
H (0.91, 3.27, -1.63)
H (0.86, 2.43, -0.16)
O (-0.06, -3.40, -0.99)
H (-0.26, -4.08, -0.37)
H (-0.39, -2.57, -0.68)
O (-0.38, -0.48, 0.22)
H (-0.30, 0.14, -0.48)
H (0.44, -0.43, 0.80)
O (0.39, 2.63, 1.43)
H (0.52, 3.55, 1.54)
H (0.92, 1.98, 1.97)
O (-2.48, -1.40, 1.99)
H (-1.92, -1.87, 2.49)
H (-2.07, -1.12, 1.27)
O (1.24, -0.06, 2.28)
H (2.17, -0.15, 2.53)
H (0.64, -0.64, 2.97)
O (-0.67, 0.02, -2.73)
H (-1.06, -0.68, -3.13)
H (0.16, 0.09, -2.94)

***

(2)
DFT (ωB97M-V with the def2-TZVPD basis set) results for a 9-piece molecular cluster, H18O9 overall.

Results
LUMO level: -0.0007 Eh
SMILES string: O.O.O.O.O.O.O.O.O
Frontier orbital gap: 9.1 eV

Element x y z (Å)
O (0.52, -0.49, -0.25)
H (-0.17, -1.08, -0.01)
H (0.60, 0.04, 0.60)
O (4.84, -0.89, 1.56)
H (4.85, -1.78, 1.09)
H (5.73, -0.57, 1.77)
O (-0.70, 3.54, 0.32)
H (-1.24, 3.30, 1.01)
H (0.08, 2.98, 0.57)
O (-5.28, -0.56, -1.74)
H (-4.31, -0.62, -1.43)
H (-5.58, -1.41, -2.05)
O (-1.35, -3.45, 2.46)
H (-1.98, -2.99, 3.05)
H (-1.72, -4.20, 2.15)
O (-2.22, 1.18, -1.77)
H (-2.11, 0.50, -1.03)
H (-2.88, 0.76, -2.29)
O (0.66, -2.09, -1.12)
H (1.08, -1.51, -1.84)
H (1.42, -2.58, -0.83)
O (1.90, 2.05, 1.42)
H (1.11, 2.40, 1.76)
H (2.11, 1.22, 1.91)
O (1.57, 2.45, -1.81)
H (1.72, 1.82, -2.49)
H (1.36, 1.98, -1.00)

***

(3)
DFT (ωB97M-V with the def2-TZVPD basis set) results for a 9-piece molecular cluster, H18O9 overall.

Results
LUMO level: 0.0009 Eh
SMILES string: O.O.O.O.O.O.O.O.O
Frontier orbital gap: 10.7 eV

Element x y z (Å)
O (-0.41, -3.46, -1.26)
H (0.11, -3.88, -0.56)
H (-1.20, -4.01, -1.19)
O (0.51, 1.24, 2.73)
H (-0.09, 1.98, 2.67)
H (1.42, 1.28, 2.44)
O (-0.83, -0.85, 2.87)
H (-1.51, -0.18, 2.99)
H (0.04, -0.37, 2.91)
O (-1.46, -0.63, -0.35)
H (-0.82, -1.01, 0.27)
H (-0.92, -0.51, -1.14)
O (-0.79, 3.74, -0.98)
H (-0.70, 3.90, -1.93)
H (-0.51, 4.47, -0.43)
O (-4.08, -2.31, 0.93)
H (-3.33, -2.23, 1.54)
H (-3.61, -1.88, 0.20)
O (3.95, -1.12, 0.22)
H (4.47, -1.66, -0.37)
H (3.32, -0.47, -0.06)
O (1.95, 2.42, -0.74)
H (1.19, 2.95, -0.53)
H (1.69, 1.68, -1.28)
O (0.49, 0.55, -2.69)
H (0.07, -0.32, -2.82)
H (1.04, 0.66, -3.47)

***

(4)
DFT (ωB97M-V with the def2-TZVPD basis set) results for a 9-piece molecular cluster, H18O9 overall.

Results
LUMO level: 0.0038 Eh
SMILES string: O.O.O.O.O.O.O.O.O
Frontier orbital gap: 11.1 eV

Element x y z (Å)
O (0.34, 1.06, 0.76)
H (-0.26, 0.36, 0.45)
H (0.46, 1.53, -0.04)
O (-4.22, 0.32, -0.41)
H (-5.02, 0.88, -0.29)
H (-3.51, 0.98, -0.48)
O (3.27, -1.74, -0.76)
H (3.34, -2.22, -1.54)
H (3.52, -2.44, -0.12)
O (-2.02, -1.37, 1.19)
H (-1.86, -0.54, 0.87)
H (-2.82, -1.20, 1.77)
O (-2.66, -3.04, -1.26)
H (-2.34, -2.33, -1.93)
H (-2.64, -3.88, -1.66)
O (2.57, -1.61, 2.34)
H (1.66, -1.51, 2.26)
H (2.84, -1.05, 1.55)
O (3.57, 0.81, -1.16)
H (4.21, 0.35, -1.72)
H (3.25, 0.17, -0.55)
O (-2.59, 2.43, 0.43)
H (-2.36, 3.39, 0.35)
H (-1.63, 2.15, 0.62)
O (1.49, 3.04, -0.51)
H (2.27, 2.48, -0.57)
H (1.15, 2.97, 0.45)

***

Stability ranking, top and bottom: (3) is the most stable and (2) is the least stable.

***

(1)
DFT (ωB97M-V with the def2-TZVPD basis set) results for one molecule with the formula N2.

Results
LUMO level: -0.0425 Eh
SMILES string: N#N
Frontier orbital gap: 12.1 eV

Element x y z (Å)
N (0.00, 0.00, 0.72)
N (0.00, 0.00, -0.72)

***

(2)
DFT (ωB97M-V with the def2-TZVPD basis set) results for one molecule with the formula N2.

Results
LUMO level: -0.1033 Eh
SMILES string: N#N
Frontier orbital gap: 9.1 eV

Element x y z (Å)
N (-0.48, 0.66, -0.30)
N (0.48, -0.66, 0.30)

***

Stability ranking, top and bottom: (1) is the most stable and (2) is the least stable.

***

(1)
DFT (ωB97M-V with the def2-TZVPD basis set) results for one molecule with the formula FHN2O2S.

Results
LUMO level (alpha / beta): -0.0282 / -0.0282 Eh
Frontier orbital gap (alpha / beta): 8.9 / 8.9 eV

Element x y z (Å)
N (1.70, 0.15, -0.10)
N (-1.13, -0.93, -0.57)
O (2.66, 0.77, -0.21)
O (0.48, 0.99, 0.28)
F (-1.43, -2.26, -0.22)
S (-0.83, -0.01, 0.66)
H (-1.47, 1.28, 0.17)

***

(2)
DFT (ωB97M-V with the def2-TZVPD basis set) results for a 2-piece molecular cluster, FHN2O2S overall.

Results
LUMO level (alpha / beta): -0.0249 / -0.0171 Eh
Frontier orbital gap (alpha / beta): 8.6 / 8.7 eV

Element x y z (Å)
N (1.06, -0.92, -0.05)
N (-0.33, 0.75, 0.49)
O (1.96, -0.95, 0.68)
O (0.65, -1.39, -1.01)
F (0.55, 1.74, 0.08)
S (-1.55, 0.55, -0.61)
H (-2.34, 0.22, 0.41)

***

Stability ranking, top and bottom: (2) is the most stable and (1) is the least stable.